C5H10N2O as an isolated structure in a non-equilibrium geometry, computed with wB97M-V/def2-TZVPD.

Values from the calculation:
- Kohn-Sham gap (eV) = 8.245
- charge = 0
- E_LUMO (eV) = 0.76

Last column: natural (NBO) charge in e.
Atoms and positions in Å:
O1 -2.66 0.90 0.53  -0.72
N1 2.19 -0.21 0.00  -0.48
N2 -0.03 1.94 0.09  -0.85
C1 0.29 -0.53 -0.34  0.19
C2 2.47 -0.07 1.22  -0.14
C3 0.20 -1.94 -0.74  -0.68
C4 -0.15 0.64 -0.27  0.14
C5 -2.05 0.13 -0.44  -0.06
H1 -2.18 1.74 0.60  0.48
H2 0.02 2.58 -0.70  0.40
H3 0.71 2.09 0.76  0.40
H4 -2.27 0.44 -1.46  0.14
H5 1.71 0.11 2.01  0.12
H6 -0.09 -2.56 0.11  0.23
H7 3.51 0.02 1.57  0.16
H8 -2.31 -0.92 -0.29  0.17
H9 1.17 -2.28 -1.09  0.26
H10 -0.52 -2.09 -1.55  0.23

---

One molecule with the formula C5H10N2O in a non-equilibrium geometry, computed with wB97M-V/def2-TZVPD.

Values from the calculation:
- SMILES = [H]/N=C\NCCCC=O
- Kohn-Sham gap (eV) = 9.833
- charge = 0
- E_LUMO (eV) = 0.72

Last column: natural (NBO) charge in e.
Atoms and positions in Å:
O1 3.59 -0.52 -1.30  -0.51
N1 -1.09 0.99 0.81  -0.65
N2 -3.06 2.29 0.67  -0.69
C1 2.71 -0.57 -0.49  0.45
C2 -0.45 -0.29 0.63  -0.21
C3 -2.31 1.37 0.26  0.29
C4 1.46 -1.39 -0.65  -0.51
C5 0.17 -0.55 -0.79  -0.41
H1 0.33 -0.45 1.36  0.20
H2 -2.52 0.74 -0.61  0.15
H3 2.75 0.02 0.45  0.09
H4 1.38 -2.08 0.19  0.21
H5 -2.72 2.77 1.49  0.33
H6 0.42 0.35 -1.32  0.22
H7 -1.19 -1.09 0.74  0.19
H8 -0.52 -1.16 -1.37  0.22
H9 -0.59 1.64 1.40  0.39
H10 1.63 -2.07 -1.48  0.23

---

One molecule with the formula C5H10N2O in a non-equilibrium geometry, computed with wB97M-V/def2-TZVPD.

Values from the calculation:
- SMILES = C[C@@H]1C(O)=C(N)[C@H]1N
- Kohn-Sham gap (eV) = 7.786
- charge = 0
- E_LUMO (eV) = 0.83

Last column: natural (NBO) charge in e.
Atoms and positions in Å:
O1 -1.30 -1.08 -1.81  -0.66
N1 1.29 0.79 -1.86  -0.84
N2 -0.33 1.98 0.91  -0.90
C1 -0.78 -0.58 0.60  -0.20
C2 0.38 0.78 0.55  -0.01
C3 0.44 0.40 -0.89  0.03
C4 -0.60 -0.49 -0.87  0.21
C5 -0.14 -1.73 1.35  -0.62
H1 -1.06 -0.65 -2.66  0.48
H2 0.92 -1.83 1.11  0.21
H3 -1.31 1.91 1.17  0.39
H4 1.97 1.51 -1.66  0.38
H5 0.25 2.81 1.03  0.38
H6 1.60 0.14 -2.57  0.38
H7 -0.63 -2.68 1.10  0.21
H8 -1.80 -0.39 0.96  0.18
H9 -0.23 -1.59 2.43  0.21
H10 1.32 0.69 1.12  0.17

---

A 2-piece molecular cluster, C5H10N2O overall in a non-equilibrium geometry, computed with wB97M-V/def2-TZVPD.

Values from the calculation:
- Kohn-Sham gap (spin up / spin down) (eV) = 6.670 / 6.475
- charge = 0
- E_LUMO (spin up / spin down) (eV) = 0.41 / 0.33

Last column: natural (NBO) charge in e.
Atoms and positions in Å:
O1 1.73 0.05 -1.94  -0.68
N1 -0.06 2.29 -0.11  -0.69
N2 -0.80 -0.97 -1.60  -0.85
C1 1.56 -0.01 -0.60  0.06
C2 -0.87 -0.66 0.88  -0.42
C3 -0.47 -0.27 -0.40  0.01
C4 -0.23 -0.17 2.14  -0.64
C5 -0.41 1.16 -0.44  0.38
H1 -1.77 -1.26 0.94  0.20
H2 -1.45 -0.47 -2.19  0.38
H3 -0.63 -0.70 3.01  0.22
H4 -0.73 3.04 -0.27  0.39
H5 1.70 -0.97 -0.11  0.17
H6 0.86 -0.30 2.14  0.20
H7 -0.40 0.90 2.33  0.18
H8 1.09 -0.60 -2.32  0.50
H9 2.01 0.84 -0.09  0.20
H10 -1.14 -1.90 -1.37  0.39

---

One molecule with the formula C5H10N2O in a non-equilibrium geometry, computed with wB97M-V/def2-TZVPD.

Values from the calculation:
- SMILES = C[C@]1(N)C[C@H]1C(N)=O
- Kohn-Sham gap (eV) = 9.425
- charge = 0
- E_LUMO (eV) = 0.63

Last column: natural (NBO) charge in e.
Atoms and positions in Å:
O1 -2.99 -0.58 0.35  -0.58
N1 -1.69 1.21 -0.64  -0.96
N2 0.47 1.22 0.98  -0.86
C1 0.58 -0.16 0.38  0.12
C2 1.72 -0.06 -0.75  -0.64
C3 -1.94 -0.18 -0.16  0.68
C4 0.12 -1.55 0.63  -0.44
C5 -0.60 -0.92 -0.51  -0.33
H1 -0.54 -1.83 1.54  0.25
H2 2.67 -0.28 -0.06  0.20
H3 -0.48 -1.24 -1.62  0.25
H4 -2.39 2.03 -0.59  0.38
H5 0.08 1.09 2.02  0.39
H6 1.70 -0.82 -1.67  0.23
H7 1.59 1.00 -1.16  0.23
H8 -0.73 1.73 -0.13  0.43
H9 0.97 -2.34 0.23  0.23
H10 1.44 1.67 1.16  0.40

---

C5H10N2O as an isolated structure in a non-equilibrium geometry, computed with wB97M-V/def2-TZVPD.

Values from the calculation:
- Kohn-Sham gap (eV) = 7.979
- charge = 0
- E_LUMO (eV) = -0.20

Last column: natural (NBO) charge in e.
Atoms and positions in Å:
O1 -1.13 0.19 -0.46  -0.74
N1 0.10 2.97 0.94  -0.28
N2 0.09 1.77 0.68  -0.17
C1 -0.85 -1.66 1.35  -0.70
C2 -0.08 -1.96 0.24  0.17
C3 -0.44 1.29 -0.59  0.41
C4 1.31 -1.50 0.04  -0.70
C5 -0.07 1.88 -1.74  -0.60
H1 0.59 2.73 -1.76  0.20
H2 -1.18 -0.49 0.71  0.47
H3 1.44 -1.09 -0.97  0.25
H4 -0.33 -1.33 2.25  0.24
H5 1.98 -2.36 0.14  0.25
H6 -1.75 -2.24 1.53  0.24
H7 -0.39 1.46 -2.69  0.21
H8 1.58 -0.74 0.77  0.24
H9 -0.30 3.54 0.16  0.28
H10 -0.56 -2.46 -0.60  0.21

---

A 2-piece molecular cluster, C5H10N2O overall in a non-equilibrium geometry, computed with wB97M-V/def2-TZVPD.

Values from the calculation:
- SMILES = CCc1cnc[nH]1.O
- Kohn-Sham gap (eV) = 8.878
- charge = 0
- E_LUMO (eV) = 0.55

Last column: natural (NBO) charge in e.
Atoms and positions in Å:
O1 0.63 0.95 5.09  -0.94
N1 -3.20 0.03 2.23  -0.52
N2 -4.41 -0.58 0.47  -0.46
C1 -2.29 -0.17 1.20  0.09
C2 -0.80 -0.01 1.38  -0.44
C3 -3.06 -0.63 0.12  -0.11
C4 0.00 0.00 0.00  -0.59
C5 -4.43 -0.15 1.73  0.15
H1 -2.70 -1.10 -0.80  0.21
H2 -0.38 0.88 1.89  0.22
H3 1.07 -0.23 0.17  0.21
H4 1.00 0.98 6.00  0.47
H5 1.39 0.68 4.52  0.47
H6 -0.41 -0.91 1.88  0.21
H7 -5.36 0.04 2.27  0.20
H8 -0.08 1.02 -0.41  0.21
H9 -0.40 -0.71 -0.75  0.21
H10 -3.03 0.35 3.19  0.42

---

One molecule with the formula C5H10N2O in a non-equilibrium geometry, computed with wB97M-V/def2-TZVPD.

Values from the calculation:
- Kohn-Sham gap (eV) = 6.124
- charge = 0
- E_LUMO (eV) = 0.61

Last column: natural (NBO) charge in e.
Atoms and positions in Å:
O1 -0.91 -0.99 0.25  -0.44
N1 1.51 -1.70 -0.40  -0.75
N2 -0.22 -0.22 -0.72  -0.10
C1 1.87 0.28 -1.83  -0.67
C2 -0.90 0.23 1.21  -0.20
C3 1.02 -0.57 -0.95  0.50
C4 -0.83 1.14 0.05  -0.18
C5 -2.09 0.26 2.11  -0.67
H1 2.60 0.81 -1.22  0.25
H2 2.46 -1.98 -0.54  0.41
H3 2.40 -0.33 -2.56  0.24
H4 -2.10 1.22 2.64  0.22
H5 -3.05 0.15 1.58  0.16
H6 0.93 -2.11 0.32  0.44
H7 -1.69 1.28 -0.61  0.14
H8 -0.22 2.05 0.13  0.20
H9 1.26 1.01 -2.35  0.25
H10 -2.03 -0.53 2.86  0.21

---

C5H10N2O2 as an isolated structure in a non-equilibrium geometry, computed with wB97M-V/def2-TZVPD.

Values from the calculation:
- Kohn-Sham gap (spin up / spin down) (eV) = 6.830 / 7.028
- charge = 0
- E_LUMO (spin up / spin down) (eV) = -1.03 / -0.89

Last column: natural (NBO) charge in e.
Atoms and positions in Å:
O1 1.30 0.38 -1.63  -0.65
O2 -0.56 0.49 1.07  -0.35
N1 1.18 0.79 0.79  -0.25
N2 -1.98 1.35 -0.57  -0.84
C1 -1.07 -2.08 -0.07  -0.40
C2 -0.93 0.41 -0.22  0.23
C3 0.63 0.97 -0.79  0.38
C4 1.87 -0.43 1.15  -0.46
C5 -1.20 -0.96 -0.76  -0.19
H1 -2.04 1.47 -1.58  0.37
H2 2.94 -0.24 1.27  0.22
H3 -1.81 2.25 -0.14  0.37
H4 1.47 -0.83 2.08  0.23
H5 1.72 -1.15 0.35  0.25
H6 0.44 2.06 -0.84  0.11
H7 1.55 1.62 1.25  0.39
H8 -0.80 -2.07 0.98  0.19
H9 -1.46 -0.98 -1.81  0.21
H10 -1.26 -3.05 -0.53  0.20

---

One molecule with the formula C5H10N2O2 in a non-equilibrium geometry, computed with wB97M-V/def2-TZVPD.

Values from the calculation:
- SMILES = CN(C)C(=O)[C@@H]1CN1O
- Kohn-Sham gap (eV) = 9.910
- charge = 0
- E_LUMO (eV) = 0.84

Last column: natural (NBO) charge in e.
Atoms and positions in Å:
O1 -0.93 -1.82 0.15  -0.62
O2 -3.42 0.53 -0.11  -0.59
N1 1.02 -0.56 0.21  -0.44
N2 -2.08 0.57 0.44  -0.09
C1 -1.34 1.67 -0.16  -0.27
C2 -1.04 0.33 -0.75  -0.23
C3 1.82 -1.76 0.35  -0.42
C4 -0.37 -0.72 0.06  0.68
C5 1.79 0.67 0.13  -0.40
H1 2.43 0.77 1.01  0.20
H2 2.42 -1.91 -0.55  0.19
H3 2.51 -1.65 1.20  0.19
H4 1.18 1.57 0.08  0.21
H5 -0.68 2.20 0.52  0.20
H6 -3.73 -0.33 0.23  0.48
H7 -1.32 0.11 -1.78  0.25
H8 1.23 -2.67 0.52  0.25
H9 -1.92 2.36 -0.77  0.22
H10 2.41 0.64 -0.76  0.19

---

One molecule with the formula C5H10N2O2 in a non-equilibrium geometry, computed with wB97M-V/def2-TZVPD.

Values from the calculation:
- SMILES = CC[C@](N)(O)C(N)=C=O
- Kohn-Sham gap (eV) = 8.616
- charge = 0
- E_LUMO (eV) = 0.71

Last column: natural (NBO) charge in e.
Atoms and positions in Å:
O1 0.40 -1.85 2.46  -0.46
O2 0.16 -1.64 -1.35  -0.72
N1 0.50 0.64 -1.55  -0.86
N2 2.22 0.41 0.54  -0.81
C1 0.14 -0.42 -0.67  0.41
C2 -1.67 1.03 0.66  -0.62
C3 1.07 -0.44 0.54  -0.21
C4 -1.38 -0.28 -0.04  -0.42
C5 0.67 -1.19 1.53  0.67
H1 -0.14 0.70 -2.33  0.37
H2 2.83 0.17 -0.23  0.37
H3 -1.05 1.14 1.55  0.21
H4 -2.72 1.07 0.96  0.22
H5 2.72 0.40 1.41  0.38
H6 -1.99 -0.37 -0.95  0.20
H7 0.85 -1.63 -2.02  0.48
H8 -1.66 -1.15 0.55  0.21
H9 0.53 1.53 -1.06  0.38
H10 -1.49 1.88 0.01  0.20

---

One molecule with the formula C5H10N2O2 in a non-equilibrium geometry, computed with wB97M-V/def2-TZVPD.

Values from the calculation:
- SMILES = C[C@@H](O)/C=C/NC(N)=O
- Kohn-Sham gap (eV) = 9.026
- charge = 0
- E_LUMO (eV) = 0.54

Last column: natural (NBO) charge in e.
Atoms and positions in Å:
O1 -2.46 1.26 -0.36  -0.72
O2 3.57 -0.78 -0.05  -0.55
N1 1.29 -0.63 -0.14  -0.65
N2 2.57 1.38 0.43  -0.84
C1 -2.45 -0.15 -0.40  0.07
C2 -3.22 -0.57 0.89  -0.61
C3 0.06 -0.03 -0.12  -0.02
C4 -1.09 -0.71 -0.40  -0.30
C5 2.61 -0.03 0.04  0.79
H1 2.00 1.79 -0.34  0.37
H2 -2.29 1.58 -1.24  0.47
H3 -2.64 -0.22 1.75  0.21
H4 1.92 1.32 1.18  0.37
H5 -3.08 -0.65 -1.20  0.17
H6 -3.39 -1.65 0.97  0.21
H7 0.00 0.99 0.14  0.20
H8 -4.17 -0.01 0.91  0.22
H9 1.29 -1.54 -0.57  0.41
H10 -1.08 -1.79 -0.38  0.20